(1)
This record from the OMol25 dataset describes a structure of composition C28H22BCl2F6NO4OsS in a non-equilibrium geometry. The level of theory is wB97M-V/def2-TZVPD.

The geometry in XYZ format:
```
66
Properties=species:S:1:pos:R:3:forces:R:3
Os -0.163822 -1.135379 0.362930 0.44 -1.05 1.21
F 1.083176 -4.012413 -3.964835 0.03 0.00 0.01
C 1.595740 -4.702354 -2.934042 -0.03 -0.03 0.02
F 1.700241 -5.985109 -3.323964 0.01 0.05 0.00
F 2.841702 -4.245420 -2.728208 -0.02 0.01 -0.02
C 0.748993 -4.572734 -1.701391 -0.02 -0.16 0.12
C 0.176418 -5.668184 -1.102295 -0.04 -0.01 -0.01
C -0.617952 -5.518235 0.043810 0.12 0.04 -0.04
C -0.787767 -4.260123 0.561753 -0.05 0.00 0.20
N -0.205931 -3.199953 -0.013390 -0.50 0.58 0.13
C 0.521820 -3.312148 -1.121634 0.51 -0.24 -0.64
S 0.988477 -1.750543 -1.579856 0.02 0.21 -0.60
H 0.337622 -6.649285 -1.527257 -0.02 0.00 0.00
H -1.085039 -6.369759 0.514602 0.00 0.01 0.00
H -1.384298 -4.069937 1.443720 -0.01 0.00 -0.05
Cl -5.456781 -2.451736 5.545910 0.02 0.01 -0.05
C -4.439779 -2.213070 4.155384 -0.04 0.00 0.07
C -5.039574 -1.975495 2.905600 0.00 0.00 -0.03
C -4.269474 -1.785429 1.793553 -0.15 0.00 0.02
Cl -5.015813 -1.493651 0.262506 0.03 -0.01 0.03
C -2.842801 -1.814698 1.849392 0.29 0.01 -0.25
O -2.167179 -1.679794 0.771956 -0.51 0.42 -0.20
C -2.273770 -2.042852 3.129291 0.11 -0.03 0.13
C -0.857694 -2.044638 3.328603 -0.07 0.14 0.10
O 0.024078 -1.745035 2.514573 -0.12 -0.04 -0.04
C -3.084851 -2.247191 4.268476 -0.01 -0.01 0.02
H -6.117550 -1.942037 2.823727 0.01 0.00 0.00
H -0.523784 -2.328829 4.337430 0.01 0.05 0.02
H -2.618245 -2.413635 5.231842 0.00 -0.02 -0.02
F 6.746553 5.289308 0.526317 0.01 -0.01 0.03
C 6.378662 4.659355 1.652517 0.01 -0.02 -0.01
F 5.942709 5.600889 2.512152 0.02 -0.01 -0.02
F 7.491382 4.128642 2.195748 -0.01 0.02 -0.01
C 5.329281 3.611677 1.409730 -0.02 0.00 0.00
C 4.833949 3.378880 0.136777 0.00 -0.03 -0.02
C 3.849372 2.421641 -0.048085 0.01 0.00 0.00
C 3.353704 1.696120 1.037700 -0.09 0.04 0.02
C 3.875907 1.933737 2.313953 0.00 -0.01 0.02
C 4.858370 2.885861 2.498042 0.03 0.00 0.01
C 2.303711 0.745672 0.843766 -0.01 0.00 -0.16
C 1.392284 -0.028366 0.586858 0.58 0.38 0.44
H 5.215258 3.940718 -0.704027 -0.01 0.00 0.00
H 3.452109 2.224130 -1.034646 0.00 0.02 0.01
H 3.498537 1.364518 3.152355 -0.01 0.01 -0.01
H 5.265009 3.069487 3.484284 -0.02 0.01 0.00
C -2.868959 1.001783 -3.130305 0.01 -0.03 0.01
C -1.521885 1.576473 -2.709441 -0.10 -0.07 0.04
C -0.848442 2.269153 -3.875357 0.02 -0.01 -0.03
O -0.708283 0.449807 -2.294888 -0.01 0.26 0.14
B -0.835265 0.340184 -0.927928 -0.60 -0.45 -0.67
O -1.511254 1.406192 -0.375702 0.04 -0.11 0.07
C -1.611087 2.422470 -1.406334 0.22 0.08 -0.03
C -2.903024 3.188206 -1.224378 -0.04 -0.01 0.04
C -0.408741 3.342650 -1.222158 0.00 -0.03 0.04
H -2.700585 0.262043 -3.913310 -0.01 0.02 -0.01
H -3.533934 1.776478 -3.515008 0.01 -0.01 0.00
H -3.352697 0.499582 -2.290410 -0.01 0.02 -0.01
H -0.838317 1.599415 -4.735819 -0.01 0.02 0.00
H 0.180868 2.535162 -3.642157 -0.02 0.01 0.01
H -1.396437 3.173450 -4.149535 0.02 -0.01 -0.01
H -3.763861 2.522279 -1.215521 0.01 0.01 0.00
H -3.026059 3.918679 -2.027215 -0.01 -0.01 0.01
H -2.875912 3.723244 -0.274557 0.00 0.01 -0.02
H 0.521995 2.793566 -1.377931 0.00 0.02 -0.01
H -0.408959 3.714900 -0.197198 -0.02 0.02 -0.02
H -0.442120 4.191680 -1.906473 0.01 -0.02 0.01
```
Forces are in eV/Å.

Results
**HOMO level (alpha / beta)**: -0.2899 / -0.2873 hartree
**LUMO level (alpha / beta)**: -0.06101 / -0.05554 hartree
**Energy relative to the best compared isomer or geometry (same formula, charge and spin)**: 74.3 kJ/mol
**Max |F|**: 1.66 eV Å⁻¹

---

(2)
This record from the OMol25 dataset describes a cluster of 4 separate species, C13H18O12 in total in a non-equilibrium geometry. The level of theory is wB97M-V/def2-TZVPD.

The geometry in XYZ format:
```
43
Properties=species:S:1:pos:R:3:forces:R:3
C -7.001249 1.040722 2.193328 -2.10 -2.84 0.58
C -7.373503 -0.044009 3.257912 -0.05 0.96 0.51
O -7.088602 -1.284498 2.668488 1.97 -0.75 -1.56
C -6.073839 -1.096020 1.698677 -0.70 -1.30 -1.53
O -5.509486 -1.993560 1.032301 -2.06 3.66 2.89
O -6.107042 0.257557 1.386253 1.58 -0.02 -0.35
H -6.781800 2.025268 2.606370 1.27 -0.35 -0.25
H -7.919602 1.155515 1.617532 0.11 0.29 -0.43
H -8.432667 -0.064227 3.514535 0.02 0.23 0.00
H -6.780281 0.045273 4.167974 0.07 0.16 0.10
C 3.076300 -1.365668 -1.720473 -0.41 2.52 -2.98
C 4.032402 -1.028194 -2.878532 -0.51 0.32 -0.39
O 5.203044 -1.682558 -2.446644 2.51 -0.62 -2.19
C 5.188885 -1.830410 -1.151108 0.54 -5.91 1.14
O 5.825839 -2.708350 -0.514748 -0.72 3.93 -1.60
O 4.055458 -1.331730 -0.736002 -1.79 0.85 4.17
H 2.366996 -2.189702 -1.797546 0.77 -0.69 0.38
H 2.449934 -0.474292 -1.755273 -0.23 0.07 1.14
H 4.289482 0.031014 -2.887773 -0.43 0.23 0.12
H 3.745894 -1.270381 -3.901935 0.18 -0.61 0.23
C 5.030513 1.542015 0.671516 1.65 1.08 0.50
C 3.538386 1.573773 0.872243 -0.11 -1.88 0.20
O 3.077383 2.010968 -0.392610 -0.39 0.86 -1.63
C 4.098841 2.254806 -1.254813 0.14 0.29 -4.90
O 4.059165 2.636850 -2.487082 -0.60 -1.54 6.05
O 5.250803 1.850937 -0.710237 -0.48 0.63 -0.06
H 5.561613 0.598221 0.795159 -0.50 -0.04 0.56
H 5.511179 2.333871 1.245982 0.30 -0.13 0.12
H 3.004616 2.089786 1.670318 0.80 0.84 -0.09
H 3.301952 0.535063 1.103061 -0.81 -0.23 -0.75
C -0.213069 1.104829 -0.150604 -0.63 -0.34 1.21
C -0.935380 -0.275703 0.146864 2.20 2.50 -0.38
C -2.250544 -0.391895 -0.508017 -1.57 -1.36 1.22
O -2.073163 -1.574440 -1.276501 -1.34 -0.90 -3.23
C -0.803059 -1.985805 -1.403663 -0.65 -3.52 -0.80
O -0.387088 -3.001409 -2.054543 -1.48 4.57 2.31
O -0.156043 -1.275510 -0.529458 3.28 0.10 0.83
H -0.769360 1.962776 0.226976 -0.87 -0.17 -0.24
H -0.031486 1.262811 -1.213689 0.02 -0.24 0.03
H 0.681718 1.304316 0.439028 0.46 -0.85 -0.26
H -0.989828 -0.516179 1.208609 0.31 0.03 -0.08
H -2.675000 0.505776 -0.957603 0.45 -0.31 -0.87
H -2.998309 -0.737608 0.205731 -0.21 0.48 0.27
```
Forces are in eV/Å.

Results
**<S²>**: 0.75
**HOMO level (alpha / beta)**: 0.0179 / -0.3066 hartree
**LUMO level (alpha / beta)**: 0.08668 / 0.08938 hartree
**Max |F|**: 6.27 eV Å⁻¹
**Spin multiplicity**: 2
**Charge**: -1

---

(3)
This record from the OMol25 dataset describes a cluster of 2 separate species, C4H12NO in total. The level of theory is wB97M-V/def2-TZVPD.

The geometry in XYZ format:
```
18
Properties=species:S:1:pos:R:3:forces:R:3
C 0.131830 -0.915267 0.960475 0.19 -0.26 -0.06
N -0.173631 0.526069 0.735118 -0.26 0.04 -0.56
C -0.595826 0.683047 -0.708731 -0.41 0.13 0.04
C -1.157754 -0.684083 -1.112806 0.01 -0.13 0.04
C -0.833886 -1.669088 0.057573 -0.50 0.11 -0.68
H 1.154187 -1.092705 0.631517 0.06 0.18 0.08
H 0.069036 -1.085575 2.029428 -0.07 -0.32 0.04
H 0.634435 1.126525 0.937179 0.07 0.20 0.11
H -0.994212 0.778836 1.290185 0.42 0.14 0.18
H 0.222672 1.015411 -1.337035 0.33 -0.12 0.27
H -1.327014 1.485549 -0.697833 -0.14 -0.02 -0.25
H -2.216118 -0.598489 -1.358039 0.01 -0.17 0.28
H -0.679665 -1.059714 -2.015855 0.07 0.24 -0.02
H -0.359792 -2.524567 -0.401738 0.25 -0.30 0.27
H -1.731977 -2.056073 0.540022 0.07 0.34 0.21
H 2.439194 1.998130 -0.615994 0.02 0.09 0.11
H 3.143943 2.099746 0.731303 -0.04 0.03 0.13
O 2.274585 1.972240 0.335228 -0.08 -0.18 -0.21
```
Forces are in eV/Å.

Results
**HOMO level**: -0.5873 hartree
**LUMO level**: -0.11412 hartree
**Energy relative to the best compared isomer or geometry (same formula, charge and spin)**: 11.3 kJ/mol
**Max |F|**: 0.85 eV Å⁻¹
**Charge**: +1

---

(4)
This record from the OMol25 dataset describes a structure of composition C5H6MnO3 in a non-equilibrium geometry. The level of theory is wB97M-V/def2-TZVPD.

The geometry in XYZ format:
```
15
Properties=species:S:1:pos:R:3:forces:R:3
C 0.849275 0.154243 -3.113020 0.32 -0.16 -0.04
C 0.106246 0.630747 -1.912707 -0.50 0.38 -0.09
C 0.936460 0.476373 -0.639888 -0.95 -0.64 -0.06
C 0.617223 -0.277852 0.376772 2.81 0.00 -0.56
O 0.876009 -1.176782 1.156298 -0.55 1.04 -1.97
Mn 0.436711 -1.918841 2.799978 -0.82 -0.60 1.98
H 1.436809 0.849574 -3.714321 -0.23 -0.28 0.21
H 0.887571 -0.911909 -3.343249 -0.01 0.42 0.05
H -0.833667 0.073293 -1.790080 0.23 0.18 -0.02
H -0.149100 1.695389 -2.011867 0.02 -0.28 0.02
H 1.919970 0.952585 -0.577400 -0.33 0.11 0.31
O -2.711293 0.348862 3.896981 1.18 -0.97 -1.07
O -1.016127 -1.066893 3.556396 1.27 -2.11 1.01
C -1.836954 -0.146215 3.230300 -1.34 3.81 -2.17
H -1.519134 0.317426 2.085807 -1.10 -0.90 2.40
```
Forces are in eV/Å.

Results
**<S²>**: 12.01
**HOMO level (alpha / beta)**: -0.4502 / -0.4891 hartree
**LUMO level (alpha / beta)**: -0.21216 / -0.22846 hartree
**Energy relative to the best compared isomer or geometry (same formula, charge and spin)**: 133.7 kJ/mol
**Max |F|**: 4.58 eV Å⁻¹
**Spin multiplicity**: 7
**Charge**: +1